No. 1
ORCA calculation (ωB97M-V with the def2-TZVPD basis set) on a structure of composition C11H10ClNSV in a non-equilibrium geometry.

Atoms and positions in Å:
C1 0.911 -2.059 0.843
C2 0.995 -1.751 -0.553
C3 -0.327 -1.667 -1.075
H1 1.898 -1.773 -1.157
C4 -1.263 -1.860 0.024
C5 -0.477 -2.186 1.192
H2 -0.824 -2.644 2.113
H3 1.727 -2.380 1.504
H4 -0.605 -1.655 -2.136
H5 -2.352 -1.853 -0.090
V1 -0.099 -0.238 0.473
Cl1 1.293 1.545 -0.072
C6 0.110 2.885 -4.602
C7 -1.124 2.243 -4.946
C8 -0.813 1.004 -5.595
H6 -2.126 2.640 -4.771
C9 0.614 0.881 -5.653
C10 1.184 2.044 -5.040
H7 2.250 2.262 -4.948
H8 0.214 3.856 -4.115
H9 -1.534 0.291 -6.000
H10 1.168 0.058 -6.112
S1 -0.009 0.045 5.094
C11 -0.353 0.142 3.579
N1 -0.455 0.174 2.376

Calculated values
2S+1 = 4
Gap between HOMO and LUMO (alpha / beta) = 4.91 / 4.90 eV
Energy = -62104.8641 eV
HOMO level (alpha / beta) = -0.313 / -0.313 eV
ΔE to the lowest compared entry with this formula, charge and spin = 0.000 eV
Net charge = -2
F_max = 0.1313 hartree/bohr

No. 2
ORCA calculation (ωB97M-V with the def2-TZVPD basis set) on a cluster of 6 separate species, C4H19NO5 in total in a non-equilibrium geometry.

Atoms and positions in Å:
C1 1.927 -1.200 -0.382
C2 0.657 -1.525 0.364
C3 -0.523 -1.535 -0.301
N1 -1.792 -1.253 0.235
C4 -2.053 -1.548 1.639
H1 2.776 -1.933 -0.197
H2 1.646 -1.065 -1.453
H3 2.202 -0.211 -0.094
H4 0.853 -1.744 1.412
H5 -0.472 -1.598 -1.367
H6 -2.518 -1.666 -0.339
H7 -1.959 -0.701 2.308
H8 -3.099 -1.788 1.830
H9 -1.347 -2.324 1.863
H10 -0.777 2.427 -0.428
H11 -0.127 1.468 0.545
O1 -0.013 2.363 0.188
H12 1.873 1.979 -0.995
H13 3.418 1.583 -0.636
O2 2.808 2.024 -1.238
H14 -2.119 1.102 -1.190
H15 -1.586 1.644 -2.625
O3 -1.904 1.867 -1.737
H16 1.331 1.119 -2.546
H17 0.305 -0.006 -3.035
O4 0.444 0.923 -2.850
H18 -0.487 1.098 3.397
H19 0.718 0.281 3.983
O5 -0.180 0.221 3.647

Calculated values
Gap between HOMO and LUMO = 8.69 eV
Energy = -16182.5661 eV
HOMO level = -8.190 eV
ΔE to the lowest compared entry with this formula, charge and spin = 1.700 eV
Net charge = 0
F_max = 0.0433 hartree/bohr

No. 3
ORCA calculation (ωB97M-V with the def2-TZVPD basis set) on a cluster of 2 separate species, C4H4N2O in total in a non-equilibrium geometry.

Atoms and positions in Å:
N1 1.155 1.652 -0.669
C1 1.011 0.773 -1.474
C2 -0.885 -0.803 -0.300
C3 -0.564 -0.565 0.913
C4 -0.075 -0.369 2.109
N2 -1.577 -1.048 -1.286
O1 1.204 0.063 -2.372
H1 0.566 2.147 -0.036
H2 -1.105 -1.303 -2.148
H3 -0.716 -0.134 2.949
H4 0.987 -0.413 2.313

Calculated values
Gap between HOMO and LUMO = 8.73 eV
Energy = -9237.4940 eV
HOMO level = -9.012 eV
ΔE to the lowest compared entry with this formula, charge and spin = 2.994 eV
Net charge = 0
F_max = 0.0336 hartree/bohr